(1)
{"formula": "C10H11N2", "method": "ωB97M-V with the def2-TZVPD basis set", "e_lumo_ev": -5.17, "homo_energy_ev": -12.8, "orbital_gap_ev": 7.662, "total_charge": 1, "species": ["C", "C", "C", "C", "C", "C", "C", "C", "C", "C", "N", "N", "H", "H", "H", "H", "H", "H", "H", "H", "H", "H", "H"], "coordinates": [[0.57, 2.26, 0.11], [1.61, 1.35, -0.17], [-0.70, 1.69, -0.12], [1.55, -0.03, 0.89], [3.01, -1.11, -0.09], [1.08, -0.06, -0.49], [-2.40, -1.24, 0.74], [-3.10, -0.47, -0.24], [-1.61, -0.76, -0.45], [-0.71, 0.33, -0.35], [2.64, -0.75, 1.08], [2.30, -0.71, -1.11], [0.66, 3.37, 0.24], [2.67, 1.60, -0.27], [-1.71, 1.94, 0.09], [0.90, 0.19, 1.74], [3.79, -1.80, -0.25], [-2.15, -0.80, 1.67], [-2.56, -2.28, 0.79], [-3.92, -0.96, -0.73], [-3.44, 0.49, 0.05], [-1.23, -1.57, -1.13], [2.74, -0.68, -2.01]], "mulliken_charge": [-0.86, -0.30, -0.27, 0.02, -0.26, 0.52, -0.35, -0.84, 0.01, 0.21, -0.59, -0.24, 0.43, 0.42, 0.37, 0.48, 0.46, 0.25, 0.28, 0.32, 0.23, 0.46, 0.25]}

---

(2)
{"formula": "C10H11N2", "method": "ωB97M-V with the def2-TZVPD basis set", "e_lumo_ev": [-5.34, -5.34], "homo_energy_ev": [-12.3, -12.3], "orbital_gap_ev": [6.908, 6.910], "smiles": "C=N/C=C\\C1=[N+]=CC=C/C1=C\\C", "total_charge": 1, "species": ["C", "N", "C", "C", "C", "N", "C", "C", "C", "C", "C", "C", "H", "H", "H", "H", "H", "H", "H", "H", "H", "H", "H"], "coordinates": [[-0.07, -0.82, 3.19], [-0.60, 0.11, 2.55], [-1.47, 1.00, 2.22], [-1.75, 1.45, 0.92], [-1.14, 1.37, -0.34], [-1.53, 2.17, -1.36], [-0.68, 2.52, -2.29], [0.67, 2.21, -2.13], [1.01, 1.08, -1.42], [-0.06, 0.43, -0.70], [-0.14, -0.89, -0.56], [0.88, -1.94, -0.75], [1.00, -0.63, 3.62], [-0.50, -1.87, 3.28], [-2.24, 1.01, 2.98], [-2.44, 2.34, 0.86], [-1.05, 3.16, -3.03], [1.36, 2.67, -2.86], [1.94, 0.50, -1.61], [-1.07, -1.14, -0.08], [1.22, -1.89, -1.70], [0.50, -3.04, -0.48], [1.73, -1.69, -0.06]], "mulliken_charge": [-0.28, -0.04, -0.09, -0.76, 0.55, -0.55, -0.12, -0.57, -0.42, 0.57, -0.06, -1.38, 0.27, 0.30, 0.41, 0.34, 0.49, 0.34, 0.38, 0.56, 0.45, 0.29, 0.34]}

---

Least stable structure: (1)

---

(1)
{"formula": "C7H12N", "method": "ωB97M-V with the def2-TZVPD basis set", "e_lumo_ev": -3.79, "homo_energy_ev": -14.1, "orbital_gap_ev": 10.358, "total_charge": 1, "species": ["C", "C", "C", "C", "C", "C", "C", "N", "H", "H", "H", "H", "H", "H", "H", "H", "H", "H", "H", "H"], "coordinates": [[0.74, 1.35, -2.37], [0.17, 0.22, -2.71], [0.96, 1.12, 1.19], [0.01, 0.07, 1.24], [0.57, -1.35, 1.46], [-1.35, 0.33, 1.85], [-0.31, -0.91, -2.95], [0.57, 0.83, 0.06], [0.14, 2.18, -2.77], [1.70, 1.78, 1.62], [1.85, 1.24, -2.45], [1.01, -1.70, 0.48], [-0.31, -1.84, 1.76], [1.30, -1.40, 2.16], [-1.48, -0.20, 2.86], [-1.97, 0.06, 1.09], [-1.59, 1.39, 1.98], [-0.22, -1.49, -3.86], [-1.05, -1.60, -2.41], [0.52, 1.01, -1.07]], "mulliken_charge": [-0.49, 0.33, -0.43, 0.94, -1.29, -1.54, -0.86, -0.05, 0.30, 0.38, 0.31, 0.33, 0.40, 0.37, 0.38, 0.41, 0.44, 0.28, 0.27, 0.52]}

---

(2)
{"formula": "C7H12N", "method": "ωB97M-V with the def2-TZVPD basis set", "e_lumo_ev": -4.56, "homo_energy_ev": -14.1, "orbital_gap_ev": 9.590, "smiles": "C=C1C[C@@H]1C=[N+](C)C", "total_charge": 1, "species": ["C", "C", "C", "C", "C", "N", "C", "C", "H", "H", "H", "H", "H", "H", "H", "H", "H", "H", "H", "H"], "coordinates": [[-1.84, -1.76, -1.90], [-1.33, -0.55, -1.92], [-0.76, 0.70, -2.48], [-1.03, 0.63, -0.97], [0.24, 0.37, -0.25], [0.68, 0.21, 1.03], [1.85, -0.54, 1.27], [0.09, 0.80, 2.17], [-2.29, -2.38, -1.06], [-1.96, -2.27, -2.77], [0.28, 0.61, -2.75], [-1.53, 1.12, -3.10], [-1.88, 1.26, -0.69], [0.98, 0.10, -1.09], [2.52, -0.77, 0.46], [2.54, -0.15, 2.02], [1.50, -1.48, 1.70], [0.87, 1.35, 2.66], [-0.73, 1.49, 1.90], [-0.22, 0.03, 2.72]], "mulliken_charge": [-0.86, 0.50, -0.54, -0.31, 0.22, 0.09, -0.89, -0.96, 0.24, 0.31, 0.26, 0.29, 0.40, 0.13, 0.33, 0.31, 0.37, 0.35, 0.32, 0.43]}

---

Least stable structure: (1)

---

(1)
{"formula": "C7H12N", "method": "ωB97M-V with the def2-TZVPD basis set", "e_lumo_ev": -3.51, "homo_energy_ev": -13.8, "orbital_gap_ev": 10.296, "smiles": "C#C[C@@H]1CCCC[NH2+]1", "total_charge": 1, "species": ["C", "C", "C", "C", "C", "C", "C", "N", "H", "H", "H", "H", "H", "H", "H", "H", "H", "H", "H", "H"], "coordinates": [[0.85, 3.39, 0.67], [0.28, 2.25, 0.29], [-0.60, 0.97, -0.21], [-0.98, 0.08, 1.07], [-0.27, -1.37, 1.17], [0.20, -2.00, -0.26], [1.04, -0.79, -1.00], [0.02, 0.25, -1.37], [0.94, 4.53, 0.86], [-1.60, 1.43, -0.61], [-2.13, -0.01, 1.17], [-0.63, 0.68, 2.01], [0.70, -1.29, 1.81], [-0.93, -2.17, 1.70], [-0.78, -2.10, -0.90], [0.79, -2.97, -0.18], [1.49, -1.23, -1.98], [1.87, -0.37, -0.31], [-0.76, -0.19, -1.92], [0.50, 0.94, -1.99]], "mulliken_charge": [-0.28, -0.52, 0.24, -0.65, -0.53, -0.61, -0.53, -0.20, 0.36, 0.32, 0.32, 0.32, 0.31, 0.32, 0.26, 0.35, 0.34, 0.34, 0.43, 0.42]}

---

(2)
{"formula": "C7H12N", "method": "ωB97M-V with the def2-TZVPD basis set", "e_lumo_ev": -3.82, "homo_energy_ev": -13.7, "orbital_gap_ev": 9.900, "smiles": "C=CC(=C)/[N+](C)=C\\C", "total_charge": 1, "species": ["C", "C", "C", "C", "N", "C", "C", "C", "H", "H", "H", "H", "H", "H", "H", "H", "H", "H", "H", "H"], "coordinates": [[-2.72, -0.54, 0.72], [-2.18, 0.37, -0.07], [-0.60, 0.62, -0.33], [-0.29, 1.33, -1.40], [1.03, 0.26, 0.36], [1.57, 1.36, 1.09], [1.52, -0.89, 0.18], [0.86, -2.00, -0.51], [-3.79, -0.63, 0.77], [-2.15, -1.21, 1.33], [-2.72, 1.07, -0.68], [0.72, 1.55, -1.71], [-1.05, 1.72, -2.05], [0.78, 1.82, 1.69], [2.38, 1.03, 1.74], [1.95, 2.12, 0.40], [2.53, -1.07, 0.55], [0.91, -2.90, 0.11], [-0.17, -1.77, -0.76], [1.42, -2.23, -1.42]], "mulliken_charge": [-0.80, -0.09, 0.54, -0.91, 0.02, -0.86, 0.37, -1.11, 0.29, 0.27, 0.28, 0.31, 0.30, 0.31, 0.37, 0.34, 0.42, 0.37, 0.23, 0.33]}

---

Least stable structure: (1)

---

(1)
{"formula": "C10H10N2", "method": "ωB97M-V with the def2-TZVPD basis set", "e_lumo_ev": 0.78, "homo_energy_ev": -9.4, "orbital_gap_ev": 10.134, "smiles": "c1ccncc1.c1ccncc1", "species": ["C", "C", "C", "N", "C", "C", "H", "H", "H", "H", "H", "C", "C", "C", "N", "C", "C", "H", "H", "H", "H", "H"], "coordinates": [[3.40, 0.98, 0.17], [2.56, 0.60, 1.22], [1.80, -0.57, 1.14], [1.86, -1.37, 0.04], [2.75, -1.08, -0.87], [3.51, 0.15, -0.92], [3.89, 1.96, 0.06], [2.54, 1.12, 2.13], [1.28, -0.94, 2.02], [2.78, -1.80, -1.73], [4.11, 0.25, -1.82], [-2.01, 0.95, -0.39], [-3.41, 1.24, -0.27], [-4.26, 0.12, 0.04], [-3.75, -1.07, 0.31], [-2.50, -1.31, 0.13], [-1.50, -0.40, -0.17], [-1.32, 1.84, -0.74], [-3.84, 2.26, -0.29], [-5.35, 0.15, -0.02], [-2.11, -2.41, 0.25], [-0.44, -0.64, -0.29]], "mulliken_charge": [-0.27, -0.40, -0.22, -0.55, -0.11, -0.32, 0.36, 0.43, 0.40, 0.32, 0.35, -0.19, -0.38, -0.22, -0.54, -0.19, -0.16, 0.25, 0.34, 0.35, 0.26, 0.48]}

---

(2)
{"formula": "C10H10N2", "method": "ωB97M-V with the def2-TZVPD basis set", "e_lumo_ev": 0.90, "homo_energy_ev": -9.5, "orbital_gap_ev": 10.425, "smiles": "c1ccncc1.c1ccncc1", "species": ["C", "C", "C", "N", "C", "C", "H", "H", "H", "H", "H", "C", "C", "C", "N", "C", "C", "H", "H", "H", "H", "H"], "coordinates": [[-0.13, -2.01, 2.06], [-0.88, -1.50, 0.99], [-1.42, -0.23, 1.09], [-1.27, 0.58, 2.14], [-0.55, 0.12, 3.16], [-0.01, -1.16, 3.16], [0.36, -2.98, 2.00], [-1.05, -2.17, 0.18], [-1.99, 0.23, 0.28], [-0.41, 0.73, 3.98], [0.56, -1.47, 4.02], [1.85, 0.82, -2.10], [1.09, -0.11, -2.74], [-0.35, 0.04, -2.79], [-1.00, 0.99, -2.10], [-0.24, 1.89, -1.44], [1.13, 1.75, -1.33], [2.89, 0.85, -2.19], [1.57, -0.87, -3.33], [-1.09, -0.70, -3.24], [-0.80, 2.69, -0.98], [1.73, 2.53, -0.84]], "mulliken_charge": [-0.32, -0.32, -0.38, -0.55, -0.28, -0.27, 0.38, 0.42, 0.55, 0.44, 0.33, -0.40, -0.36, -0.19, -0.49, -0.24, -0.25, 0.48, 0.38, 0.35, 0.41, 0.33]}

---

Least stable structure: (1)

---

(1)
{"formula": "C10H10N2", "method": "ωB97M-V with the def2-TZVPD basis set", "e_lumo_ev": 0.76, "homo_energy_ev": -9.3, "orbital_gap_ev": 10.090, "smiles": "c1ccncc1.c1ccncc1", "species": ["C", "C", "C", "N", "C", "C", "H", "H", "H", "H", "H", "C", "C", "C", "N", "C", "C", "H", "H", "H", "H", "H"], "coordinates": [[4.20, 0.59, -0.10], [3.06, 1.39, -0.01], [1.79, 0.73, 0.23], [1.63, -0.68, 0.17], [2.80, -1.30, 0.10], [4.10, -0.84, -0.02], [5.23, 1.03, -0.32], [3.17, 2.41, -0.18], [0.90, 1.42, 0.07], [2.76, -2.44, 0.29], [4.89, -1.38, -0.28], [-4.12, -0.82, 0.00], [-4.15, 0.63, 0.13], [-2.94, 1.35, -0.02], [-1.71, 0.81, -0.19], [-1.80, -0.50, -0.17], [-2.91, -1.37, -0.10], [-5.02, -1.45, 0.08], [-5.09, 1.26, 0.59], [-2.94, 2.42, 0.07], [-0.77, -0.94, -0.10], [-2.74, -2.38, -0.17]], "mulliken_charge": [-0.08, -0.57, -0.10, -0.24, -0.08, -0.68, 0.27, 0.41, 0.27, 0.26, 0.47, -0.18, -0.37, -0.24, -0.33, 0.22, -0.78, 0.35, 0.20, 0.38, 0.34, 0.47]}

---

(2)
{"formula": "C10H10N2", "method": "ωB97M-V with the def2-TZVPD basis set", "e_lumo_ev": 0.81, "homo_energy_ev": -9.1, "orbital_gap_ev": 9.927, "smiles": "c1ccncc1.c1ccncc1", "species": ["C", "C", "C", "N", "C", "C", "H", "H", "H", "H", "H", "C", "C", "C", "N", "C", "C", "H", "H", "H", "H", "H"], "coordinates": [[-2.34, -0.08, -1.03], [-2.39, 1.14, -0.42], [-3.40, 1.31, 0.49], [-4.05, 0.18, 1.02], [-3.88, -1.01, 0.58], [-3.13, -1.10, -0.61], [-1.68, -0.09, -1.89], [-1.88, 1.94, -0.67], [-3.58, 2.25, 0.99], [-4.28, -1.86, 0.98], [-2.82, -2.13, -0.96], [3.87, 0.20, 1.12], [3.43, -1.10, 0.86], [2.65, -1.29, -0.34], [2.38, -0.32, -1.12], [2.99, 0.86, -0.78], [3.66, 1.21, 0.20], [4.44, 0.31, 2.04], [3.59, -1.83, 1.75], [2.44, -2.31, -0.60], [2.76, 1.58, -1.60], [4.04, 2.27, 0.33]], "mulliken_charge": [-0.15, -0.46, -0.30, -0.59, -0.04, -0.41, 0.37, 0.52, 0.35, 0.45, 0.26, -0.02, -0.32, -0.18, -0.54, -0.02, -0.49, 0.33, 0.25, 0.39, 0.31, 0.29]}

---

(3)
{"formula": "C10H10N2", "method": "ωB97M-V with the def2-TZVPD basis set", "e_lumo_ev": 0.93, "homo_energy_ev": -9.3, "orbital_gap_ev": 10.274, "smiles": "c1ccncc1.c1ccncc1", "species": ["C", "C", "C", "N", "C", "C", "H", "H", "H", "H", "H", "C", "C", "C", "N", "C", "C", "H", "H", "H", "H", "H"], "coordinates": [[-0.72, 1.54, 0.31], [0.58, 1.41, 0.82], [0.72, 0.64, 1.99], [-0.25, -0.03, 2.51], [-1.52, 0.08, 2.02], [-1.78, 0.85, 0.89], [-0.89, 2.19, -0.53], [1.44, 1.89, 0.42], [1.65, 0.58, 2.56], [-2.30, -0.58, 2.49], [-2.83, 0.97, 0.60], [-0.39, -1.42, -0.94], [-0.47, -0.63, -2.08], [0.70, 0.05, -2.39], [1.88, -0.05, -1.73], [1.86, -0.88, -0.68], [0.80, -1.62, -0.26], [-1.32, -1.92, -0.55], [-1.41, -0.62, -2.71], [0.69, 0.67, -3.30], [2.75, -1.02, -0.19], [0.83, -2.10, 0.75]], "mulliken_charge": [-0.27, -0.30, -0.24, -0.55, -0.21, -0.42, 0.44, 0.47, 0.39, 0.33, 0.36, -0.02, -0.39, -0.27, -0.64, -0.25, -0.28, 0.31, 0.32, 0.36, 0.48, 0.37]}

---

Least stable structure: (2)

---

(1)
{"formula": "C3H8O2", "method": "ωB97M-V with the def2-TZVPD basis set", "e_lumo_ev": 0.77, "homo_energy_ev": -10.0, "orbital_gap_ev": 10.751, "smiles": "CCC=O.O", "species": ["C", "C", "C", "O", "H", "H", "H", "H", "H", "H", "O", "H", "H"], "coordinates": [[1.27, 0.34, 1.84], [-0.18, 0.44, 1.38], [-0.83, -0.90, 1.42], [-0.18, -1.95, 1.21], [1.87, -0.04, 1.00], [1.39, -0.35, 2.70], [1.66, 1.33, 2.14], [-0.68, 1.13, 2.09], [-0.19, 0.91, 0.38], [-1.92, -0.83, 1.66], [-0.53, -0.34, -5.14], [-1.22, -0.33, -5.84], [-0.47, 0.60, -4.85]], "mulliken_charge": [-1.03, -0.26, 0.10, -0.51, 0.25, 0.30, 0.34, 0.26, 0.24, 0.30, -0.65, 0.33, 0.32]}

---

(2)
{"formula": "C3H8O2", "method": "ωB97M-V with the def2-TZVPD basis set", "e_lumo_ev": 0.53, "homo_energy_ev": -8.4, "orbital_gap_ev": 8.930, "species": ["O", "C", "C", "C", "O", "H", "H", "H", "H", "H", "H", "H", "H"], "coordinates": [[0.44, -0.41, -1.17], [0.31, 0.89, -0.60], [-1.00, 0.97, 0.16], [0.58, -1.69, 1.69], [-0.30, -2.09, 0.81], [1.28, -0.46, -1.64], [0.31, 1.64, -1.41], [1.15, 1.11, 0.07], [-1.84, 0.74, -0.50], [-1.14, 1.99, 0.55], [1.34, -1.12, 1.07], [-1.03, 0.29, 1.01], [-0.12, -1.76, -0.11]], "mulliken_charge": [-0.58, -0.24, -1.05, -0.23, -0.30, 0.29, 0.33, 0.31, 0.27, 0.34, 0.10, 0.31, 0.44]}

---

(3)
{"formula": "C3H8O2", "method": "ωB97M-V with the def2-TZVPD basis set", "e_lumo_ev": 0.90, "homo_energy_ev": -9.8, "orbital_gap_ev": 10.713, "smiles": "C=O.CCO", "species": ["C", "O", "H", "H", "C", "C", "O", "H", "H", "H", "H", "H", "H"], "coordinates": [[2.17, -0.33, 0.80], [1.92, -1.32, 1.44], [1.35, 0.35, 0.54], [3.20, -0.18, 0.44], [-1.84, 1.39, -1.27], [-1.32, 0.56, -0.09], [-0.55, -0.56, -0.61], [-2.64, 2.04, -0.90], [-2.30, 0.74, -2.01], [-1.08, 2.01, -1.74], [-0.72, 1.12, 0.62], [-2.21, 0.20, 0.43], [-1.25, -1.21, -0.66]], "mulliken_charge": [0.06, -0.38, 0.03, 0.26, -0.98, -0.25, -0.49, 0.33, 0.27, 0.28, 0.27, 0.30, 0.29]}

---

Least stable structure: (2)